Entry from OMol25: C9H10FN in the gas phase in a non-equilibrium geometry (the ωB97M-V functional and the def2-TZVPD basis).

Summary:
LUMO energy: 0.9 eV
Spin multiplicity: 1
Frontier orbital gap: 10.0040 eV
HOMO: -9.1 eV
Relative energy (zero: lowest compared OMol25 entry of this formula, charge and spin): 2.376 eV
Net charge: 0
Structure (SMILES): N[C@H]1C[C@]1(F)c1ccccc1

```
21
C9H10FN the ωB97M-V functional and the def2-TZVPD basis
C -1.96 1.01 0.30
C -0.86 2.04 -0.12
C -0.42 0.79 0.44
C 0.41 -0.31 -0.09
C 1.53 0.06 -0.76
C 2.28 -0.96 -1.25
C 2.08 -2.24 -0.94
C 0.91 -2.53 -0.25
C -0.03 -1.64 0.11
H -3.24 2.04 1.27
H -2.13 1.47 2.16
H -2.47 0.47 -0.51
H -0.64 2.82 0.62
H -0.74 2.43 -1.20
H 1.56 1.16 -0.80
H 3.19 -0.66 -1.74
H 2.98 -2.96 -1.09
H 0.74 -3.59 -0.06
H -0.71 -1.85 0.79
N -2.70 1.21 1.45
F 0.20 1.25 1.68
```